No. 1
A molecular structure, C27H24IrN6O2 in a non-equilibrium geometry. Source: the Open Molecules 2025 dataset; level of theory: wB97M-V/def2-TZVPD.

Energy above the lowest of the compared OMol25 structures with the same formula, charge and spin: 45.9 kJ/mol
Max |F|: 0.095 hartree/bohr
Molar mass: 656.746 g/mol
Orbital gap: 0.211 Eh
Total charge: +1
E_HOMO: -10.5 eV
E_tot: -44257.2537 eV

Element x y z (Å)
Ir: -0.12445 -0.18606 -0.31225
C: 3.97715 -0.04636 -1.36515
C: 2.49055 0.02814 -1.33915
N: 1.83055 0.01514 -0.16185
N: 2.29445 0.08974 1.04545
C: 1.37305 0.00504 2.00765
O: 0.11825 -0.05316 1.72625
C: 1.80825 0.01724 3.39025
C: 0.85085 -0.00036 4.40925
C: 1.25615 -0.02256 5.72655
C: 2.60915 -0.02726 6.03935
C: 3.56385 -0.01316 5.02895
C: 3.16845 0.01244 3.70635
C: 1.67325 0.03344 -2.48265
C: 2.17225 0.10394 -3.80895
C: 1.31615 0.11514 -4.87185
C: -0.07505 0.07084 -4.63975
C: -0.52325 0.00334 -3.34295
N: 0.29085 -0.03456 -2.28385
H: 4.34885 -0.02756 -0.34435
H: 4.39635 0.79454 -1.91755
H: 4.31005 -0.96556 -1.84375
H: -0.19405 -0.00156 4.14735
H: 0.52015 -0.03666 6.51485
H: 2.92115 -0.03616 7.07315
H: 4.61555 -0.01536 5.27355
H: 3.88475 0.02454 2.89965
H: 3.23995 0.15434 -3.95305
H: 1.69115 0.17004 -5.88145
H: -0.77485 0.09894 -5.45685
H: -1.58615 -0.03756 -3.12375
C: -5.24725 -2.75566 -0.16435
C: -5.55185 -1.40786 -0.31275
C: -4.55425 -0.46276 -0.30435
C: -3.20955 -0.84856 -0.13605
C: -2.91715 -2.20786 0.05405
C: -3.92935 -3.14476 0.03285
N: -2.22505 0.10154 -0.15345
N: -2.57525 1.34764 -0.17405
C: -1.68545 2.31824 -0.21275
C: -2.07205 3.67794 -0.14775
C: -1.11185 4.65034 -0.19495
C: 0.23755 4.28914 -0.29145
C: 0.55155 2.95014 -0.35065
N: -0.36415 1.99294 -0.32825
H: -6.03515 -3.49046 -0.18845
H: -6.57795 -1.09286 -0.43265
H: -4.77045 0.58964 -0.41605
H: -1.89955 -2.51276 0.25025
H: -3.70115 -4.18816 0.17865
H: -3.11765 3.91514 -0.04785
H: -1.38305 5.69474 -0.16015
H: 1.02095 5.02894 -0.31495
H: 1.57885 2.62464 -0.42245
C: 0.23955 -2.97816 -1.70945
C: 0.36695 -2.19316 -0.44155
O: 0.79495 -2.61166 0.58795
H: 0.21305 -4.03776 -1.45795
H: 1.12105 -2.78686 -2.32285
H: -0.63955 -2.69456 -2.27795

Löwdin population analysis, charges in e, atoms 1 to 6: Ir 1.3794; C -0.0039; C -0.2506; N -0.1484; N 0.1053; C -0.3864



No. 2
A gas-phase ion, C27H24N (charge +1) in a non-equilibrium geometry. Source: the Open Molecules 2025 dataset; level of theory: wB97M-V/def2-TZVPD.

Energy above the lowest of the compared OMol25 structures with the same formula, charge and spin: 140.2 kJ/mol
Max |F|: 0.113 hartree/bohr
Molar mass: 362.496 g/mol
Orbital gap: 0.254 Eh
Total charge: +1
SMILES: C(/c1ccccc1)=[N+](\Cc1ccccc1)C(c1ccccc1)c1ccccc1
E_HOMO: -11.7 eV
E_tot: -29869.8986 eV

Element x y z (Å)
C: 0.81710 0.85892 -1.42162
C: 1.97496 0.02891 -1.74966
C: 3.21282 0.71760 -1.82774
C: 4.36795 -0.01578 -2.01081
C: 4.30032 -1.41572 -2.04203
C: 3.06983 -2.08857 -1.96952
C: 1.89827 -1.37625 -1.81292
N: -0.23545 0.49955 -0.63642
C: -1.41779 1.10473 -1.25477
C: -2.65104 0.26037 -1.46599
C: -3.46812 -0.08417 -0.39891
C: -4.58303 -0.93437 -0.56991
C: -4.93662 -1.36266 -1.87097
C: -4.17466 -0.92948 -2.97055
C: -3.01648 -0.15007 -2.76435
C: 0.18348 -0.12034 0.63200
C: 1.56327 0.30807 1.17967
C: 2.64625 -0.60568 1.35840
C: 3.94299 -0.12367 1.58628
C: 4.13561 1.25422 1.79254
C: 3.04380 2.15403 1.70629
C: 1.75453 1.67804 1.42369
C: -0.89367 -0.06959 1.69498
C: -1.81964 -1.13786 1.76678
C: -2.95313 -1.01661 2.58063
C: -3.15529 0.13939 3.37145
C: -2.17498 1.14463 3.38985
C: -0.99777 0.99013 2.62792
H: 0.84146 1.89895 -1.84494
H: 3.20707 1.79826 -1.67086
H: 5.30676 0.50962 -2.06470
H: 5.22462 -1.99573 -2.09110
H: 3.02963 -3.16600 -1.98059
H: 0.92984 -1.86567 -1.68871
H: -1.09236 1.35602 -2.27202
H: -1.65670 2.01890 -0.71517
H: -3.21855 0.28408 0.60580
H: -5.17071 -1.25982 0.29882
H: -5.79616 -2.01649 -2.02905
H: -4.45995 -1.19736 -4.00023
H: -2.41033 0.16488 -3.61796
H: 0.18676 -1.04643 0.08183
H: 2.46934 -1.68359 1.26216
H: 4.79717 -0.83523 1.66770
H: 5.14939 1.61678 1.97446
H: 3.17338 3.21831 1.90555
H: 0.92290 2.39587 1.31849
H: -1.63746 -2.03074 1.13698
H: -3.65724 -1.84053 2.62358
H: -4.08257 0.25379 3.93855
H: -2.30603 2.01168 4.05682
H: -0.18382 1.70269 2.76029

Löwdin population analysis, charges in e, atoms 1 to 6: C 0.0556; C -0.1922; C -0.0078; C -0.0469; C -0.0249; C -0.0454



No. 3
A molecular structure, C27H24N3O3SV in a non-equilibrium geometry. Source: the Open Molecules 2025 dataset; level of theory: wB97M-V/def2-TZVPD.

Energy above the lowest of the compared OMol25 structures with the same formula, charge and spin: 195.5 kJ/mol
Max |F|: 0.066 hartree/bohr
Molar mass: 521.518 g/mol
Orbital gap (spin up / spin down): 0.256 / 0.275 Eh
Multiplicity: 2
Total charge: +1
E_HOMO (spin up / spin down): -10.7 / -10.8 eV
E_tot: -75519.8644 eV

Element x y z (Å)
V: -0.53526 -0.57535 -0.17065
C: -1.79713 2.58831 1.19496
C: -0.78257 1.77045 1.94191
O: -0.71518 0.52518 1.83106
N: 0.05029 2.40793 2.74613
C: 1.09000 1.73824 3.50913
C: 2.39141 1.58300 2.75575
C: 3.60635 1.86199 3.35901
C: 4.77019 1.71055 2.61839
C: 4.68039 1.29441 1.30169
C: 3.42458 1.00776 0.78890
N: 2.29589 1.13731 1.49804
H: -2.59214 1.93405 0.84901
H: -1.32459 3.05769 0.32587
H: -2.21735 3.37257 1.82570
H: 0.01981 3.41392 2.75422
H: 0.71736 0.75714 3.78740
H: 1.24553 2.30200 4.42652
H: 3.64383 2.19483 4.39158
H: 5.73619 1.92496 3.06502
H: 5.56320 1.19003 0.68198
H: 3.31175 0.65314 -0.22956
N: 0.90989 -1.21765 0.96461
C: 1.92910 -2.24813 0.89948
C: 3.06194 -2.08239 1.68153
C: 4.03673 -3.05958 1.68945
C: 3.84699 -4.19614 0.91375
C: 2.72278 -4.32058 0.11544
C: 1.72726 -3.33818 0.07478
C: 0.57610 -3.41270 -0.87887
C: 0.36885 -4.62544 -1.55295
C: -0.54639 -4.75001 -2.57516
C: -1.29103 -3.64431 -2.96957
C: -1.15335 -2.45902 -2.28075
C: -0.25033 -2.31404 -1.20743
H: 0.05397 -1.57797 1.46399
H: 1.23904 -0.39239 1.47722
H: 3.17022 -1.18513 2.28646
H: 4.93178 -2.93589 2.28857
H: 4.58719 -4.98789 0.91782
H: 2.64257 -5.19721 -0.51081
H: 0.93549 -5.50325 -1.27162
H: -0.67178 -5.70589 -3.06968
H: -1.99711 -3.71385 -3.78911
H: -1.78298 -1.63419 -2.57853
O: -1.72567 2.41989 -2.13491
C: -1.98120 1.30239 -1.86649
O: -0.97091 0.42069 -1.40841
C: -3.30407 0.65519 -1.91255
C: -4.21094 1.17759 -2.83586
C: -5.48772 0.67063 -2.92802
C: -5.87466 -0.34918 -2.06495
C: -4.99003 -0.86242 -1.13044
C: -3.68317 -0.38216 -1.04122
S: -2.70782 -1.08574 0.28440
H: -3.88081 1.98358 -3.48016
H: -6.18025 1.06242 -3.66458
H: -6.88106 -0.75157 -2.11867
H: -5.30686 -1.64618 -0.45205

Löwdin population analysis, charges in e, atoms 1 to 6: V 0.7901; C 0.0430; C -0.4639; O -0.1077; N 0.1068; C -0.0816



No. 4
A molecular structure, C27H24N6O11OsS2 in a non-equilibrium geometry. Source: the Open Molecules 2025 dataset; level of theory: wB97M-V/def2-TZVPD.

Energy above the lowest of the compared OMol25 structures with the same formula, charge and spin: 720.3 kJ/mol
Max |F|: 0.040 hartree/bohr
Molar mass: 862.884 g/mol
Orbital gap (spin up / spin down): 0.193 / 0.193 Eh
Total charge: 0
E_HOMO (spin up / spin down): -7.6 / -7.6 eV
E_tot: -83983.4829 eV

Element x y z (Å)
Os: 0.75483 0.50470 0.26952
O: -4.27689 3.09277 -1.91898
C: -3.19161 2.47108 -1.43880
C: -2.65340 1.32664 -2.03867
C: -1.53089 0.77760 -1.48413
N: -0.97366 1.29752 -0.39243
C: -1.44162 2.41555 0.15892
C: -2.56093 3.03329 -0.32565
C: -0.50587 2.95931 1.22445
O: -0.83148 3.90212 1.90531
O: 0.63890 2.31632 1.27975
C: -0.69173 -0.33604 -2.08787
O: -1.07770 -0.94594 -3.04753
O: 0.47267 -0.50262 -1.47285
H: -4.61174 2.63661 -2.69772
H: -3.07187 0.88122 -2.93488
H: -2.92230 3.94571 0.13016
N: 7.62320 -0.89678 -2.45282
C: 6.46645 -1.25699 -1.79224
C: 5.21814 -1.07573 -2.40109
C: 4.05782 -1.36846 -1.71324
C: 4.14597 -1.85420 -0.41588
C: 5.36469 -2.05714 0.20406
C: 6.52322 -1.76315 -0.48738
S: 2.65460 -1.99471 0.52735
O: 2.91729 -2.66424 1.79821
O: 2.02564 -3.61190 -0.45979
N: 2.49190 -0.26308 0.96412
C: 2.28491 -0.09030 2.33109
N: 3.27151 -0.09793 3.20930
C: 2.91895 0.10908 4.47529
C: 1.60632 0.32563 4.87278
C: 0.64841 0.31998 3.87901
N: 0.98552 0.08722 2.61732
H: 7.58398 -0.74304 -3.44314
H: 8.50216 -1.20538 -2.08257
H: 5.17423 -0.68974 -3.41382
H: 3.08376 -1.22889 -2.17520
H: 5.39107 -2.43802 1.21901
H: 7.48682 -1.91059 -0.01192
H: 3.73074 0.10728 5.19654
H: 1.34419 0.50193 5.90540
H: -0.40441 0.47510 4.08422
C: -6.97497 -3.49789 -4.56128
C: -6.29705 -3.22608 -3.24399
C: -5.46720 -4.17569 -2.65499
C: -4.84349 -3.92467 -1.44336
C: -5.04845 -2.70262 -0.81931
C: -5.87777 -1.74119 -1.38275
C: -6.49813 -2.01123 -2.58917
S: -4.29631 -2.34847 0.73767
O: -4.14791 -0.92027 0.82309
O: -4.99097 -3.05147 1.77855
N: -2.81764 -3.06309 0.57631
C: -2.21170 -3.63304 1.79253
C: -1.02514 -4.49268 1.40099
C: 0.03192 -3.62320 0.76780
O: 1.00605 -4.33777 0.22112
O: -0.03443 -2.41725 0.76506
H: -6.64908 -4.44705 -4.98567
H: -6.76017 -2.70447 -5.27940
H: -8.05959 -3.53811 -4.43410
H: -5.30372 -5.12349 -3.15469
H: -4.19749 -4.66006 -0.98131
H: -6.02105 -0.79840 -0.86829
H: -7.14850 -1.26674 -3.03555
H: -2.19071 -2.40345 0.11990
H: -2.96483 -4.22711 2.29951
H: -1.87279 -2.84993 2.47033
H: -1.30850 -5.29068 0.71505
H: -0.59058 -4.95578 2.29044

Löwdin population analysis, charges in e, atoms 1 to 6: Os 1.4979; O 0.1033; C -0.2633; C 0.0875; C -0.1661; N -0.0459